1.
Entry from the Open Molecules 2025 dataset: one molecule with the formula C27H33NO4 (the ωB97M-V functional and the def2-TZVPD basis).

```
65
Properties=species:S:1:pos:R:3:forces:R:3
C 0.7937 1.6626 7.7410 -0.122 -0.147 0.061
H 0.4589 2.6222 7.3539 0.009 0.109 -0.020
H 1.8324 1.5209 7.4518 0.108 0.033 -0.011
H 0.7345 1.6853 8.8263 0.041 0.061 0.111
C -0.0736 0.5306 7.1841 0.127 0.175 0.043
C 0.0134 0.5015 5.6878 -0.141 -0.059 -0.069
C -0.8644 1.2528 4.9119 0.009 -0.027 0.131
C -0.7668 1.2690 3.5351 0.197 -0.123 -0.250
C 0.2270 0.5273 2.8951 0.179 -0.182 0.589
C 1.1106 -0.2246 3.6737 -0.064 0.077 -0.173
C 1.0041 -0.2361 5.0479 -0.061 0.043 -0.018
H 1.6940 -0.8239 5.6357 0.073 -0.075 0.073
H 1.8778 -0.7952 3.1724 0.055 -0.044 -0.051
C 0.4015 0.4871 1.4333 -0.239 0.178 -0.439
O 1.2783 -0.1426 0.8895 -0.024 0.102 0.073
C -0.5987 1.2853 0.5904 0.256 0.100 -0.065
H -1.6153 0.9174 0.7389 0.073 0.057 0.031
H -0.5281 2.3480 0.8487 -0.105 -0.156 0.039
O -0.3059 1.1044 -0.7824 -0.219 -0.211 0.102
C 0.7139 1.8276 -1.2677 0.300 0.002 -0.135
O 1.2681 2.6980 -0.6536 -0.009 0.035 -0.012
C 1.0108 1.4631 -2.7154 0.223 0.167 -0.144
N 0.5659 0.1315 -3.0274 -0.266 0.256 0.124
C 1.4222 -0.8357 -3.4340 -0.374 -0.165 -0.192
O 2.5785 -0.5902 -3.7092 0.428 0.001 -0.032
C 0.8316 -2.2352 -3.6072 0.120 -0.294 -0.125
C -0.4758 -2.5204 -2.8658 0.034 0.213 0.077
C -0.2795 -2.5067 -1.3513 -0.074 -0.355 -0.102
C 0.7750 -3.5310 -0.9313 0.121 0.263 0.260
C 0.9872 -3.4903 0.5789 -0.065 -0.091 -0.242
H 1.7389 -4.2163 0.8805 0.083 -0.093 0.091
H 0.0610 -3.7136 1.1058 -0.089 -0.026 0.114
H 1.3237 -2.4997 0.8755 0.047 0.077 0.077
C 2.0814 -3.2364 -1.6677 -0.206 -0.327 -0.158
C 1.8884 -3.2616 -3.1810 0.194 0.216 -0.002
H 2.8310 -3.0232 -3.6749 -0.058 -0.081 -0.047
H 1.5736 -4.2589 -3.4979 -0.028 -0.016 -0.038
H 2.4448 -2.2519 -1.3671 0.089 0.076 0.093
H 2.8375 -3.9724 -1.3859 0.068 0.043 0.060
H 0.4279 -4.5325 -1.2158 -0.006 0.005 -0.051
H 0.0476 -1.5212 -1.0167 -0.010 0.079 0.079
H -1.2299 -2.7300 -0.8586 -0.014 0.048 0.054
H -1.2650 -1.8235 -3.1622 -0.070 -0.034 -0.056
H -0.8125 -3.5179 -3.1639 -0.056 0.051 -0.060
H 0.6589 -2.3427 -4.6867 0.037 0.068 0.084
H -0.3757 -0.0944 -2.7554 0.084 -0.165 -0.002
H 2.0957 1.4890 -2.8706 -0.252 0.015 0.140
C 0.3364 2.5187 -3.6259 0.077 -0.104 0.181
C -1.1469 2.5302 -3.3948 0.007 0.128 -0.182
C -1.7078 3.3816 -2.4505 -0.018 0.035 -0.051
C -3.0653 3.3441 -2.1866 -0.040 0.038 0.077
C -3.8809 2.4531 -2.8636 -0.105 -0.018 0.035
C -3.3329 1.6056 -3.8111 -0.091 -0.080 -0.005
C -1.9748 1.6445 -4.0742 0.012 0.032 -0.033
H -1.5508 0.9861 -4.8194 0.049 -0.048 -0.083
H -3.9653 0.9128 -4.3471 -0.049 -0.046 -0.049
H -4.9406 2.4231 -2.6570 -0.084 0.004 0.007
H -3.4891 4.0130 -1.4514 -0.033 0.061 0.050
H -1.0737 4.0783 -1.9203 0.080 0.079 0.055
H 0.7689 3.4931 -3.3961 0.006 0.009 -0.046
H 0.5639 2.2633 -4.6617 0.061 0.015 0.042
H -1.4646 1.8620 2.9648 -0.095 0.079 -0.070
H -1.6368 1.8312 5.3982 -0.089 0.053 0.056
H -1.1089 0.6849 7.4939 -0.001 -0.093 0.006
H 0.2706 -0.4206 7.5942 -0.090 -0.024 -0.002
```
Positions in Å, forces in eV/Å.

Gap between HOMO and LUMO   9.30 eV
Energy above the lowest of the compared OMol25 structures with the same formula, charge and spin   0.0 kJ/mol
SMILES string   CCc1ccc(C(=O)COC(=O)[C@H](Cc2ccccc2)NC(=O)[C@H]2CC[C@@H](C)CC2)cc1
Spin multiplicity   1



2.
Entry from the Open Molecules 2025 dataset: C54H108O52S11 as an isolated structure (the ωB97M-V functional and the def2-TZVPD basis).

```
225
Properties=species:S:1:pos:R:3:forces:R:3
C 7.1344 -1.2473 4.9131 -1.133 0.228 0.447
C 7.3212 0.0756 4.1619 0.390 0.201 -0.599
C 5.9601 0.7973 4.0478 0.237 -2.414 1.544
O 5.0393 -0.2985 4.2859 -0.888 0.761 -1.113
C 5.6020 -1.2877 5.0912 0.392 -0.687 0.432
H 7.5611 -1.2336 5.9160 0.343 -0.122 -0.214
H 7.4644 -2.1237 4.3553 0.305 0.247 0.023
H 7.6258 -0.2448 3.1656 0.354 0.655 -0.118
H 8.0351 0.7472 4.6387 0.302 -0.208 -0.287
H 5.8077 1.2124 3.0515 -0.303 0.168 0.295
H 5.7813 1.4544 4.8988 0.358 0.652 -0.487
H 5.1242 -2.2283 4.8169 0.162 -0.122 -0.216
H 5.4184 -1.1852 6.1607 -0.494 0.601 0.135
C -3.5120 -2.1268 2.4819 -0.642 0.331 -0.109
C -4.0524 -1.0106 1.5931 -0.432 1.852 0.687
C -4.8979 -0.0832 2.5702 0.698 -1.393 -0.685
O -5.1729 -0.9117 3.7227 -1.326 0.553 -1.186
C -4.1012 -1.7925 3.8979 1.160 -0.440 -0.930
H -2.4438 -2.3419 2.5068 0.129 0.571 -0.097
H -3.9428 -3.0182 2.0260 -0.123 -0.416 0.779
H -4.7813 -1.3344 0.8502 0.464 -0.395 -0.180
H -3.2950 -0.3753 1.1340 0.059 -0.127 -0.230
H -5.8117 0.2136 2.0554 -0.288 -0.143 0.456
H -4.3493 0.8368 2.7721 0.195 -0.028 0.628
H -4.3182 -2.8017 4.2478 -0.876 0.444 0.911
H -3.4850 -1.2238 4.5943 1.021 -0.796 -0.137
C -0.4737 1.1512 -6.9918 1.362 0.046 0.283
C -1.6572 0.4086 -6.4680 -1.041 0.019 0.480
C -2.1215 1.3140 -5.2966 0.886 -0.994 -1.762
O -1.8170 2.5807 -5.8489 -0.713 1.787 1.718
C -0.6485 2.6246 -6.6322 -1.307 -0.535 -1.396
H -0.3033 0.8695 -8.0309 0.579 0.341 0.155
H 0.3330 0.9249 -6.2946 0.629 -0.894 -0.708
H -1.3420 -0.5961 -6.1862 -0.367 -0.096 0.043
H -2.4438 0.3853 -7.2221 -0.106 -0.260 0.013
H -1.5173 1.0492 -4.4289 -0.149 0.349 0.474
H -3.1949 1.2523 -5.1172 0.252 0.201 0.293
H 0.2683 3.0188 -6.1938 -0.115 0.092 0.716
H -0.9098 3.2989 -7.4477 0.152 -0.083 -0.274
C 0.2805 7.8526 1.8587 0.043 2.394 -1.875
C -0.4870 6.6805 2.1969 -2.811 -1.807 1.371
C -0.0306 5.6158 1.2183 0.014 -0.674 0.235
O 0.9625 6.2886 0.4773 0.763 -0.560 -2.265
C 0.6500 7.7034 0.3868 0.957 -1.582 1.422
H 1.2259 7.7503 2.3916 -0.123 1.315 0.254
H -0.3926 8.7094 1.8296 0.755 0.758 1.412
H -1.5628 6.8483 2.1461 -0.174 0.074 -0.582
H -0.4168 6.4884 3.2676 0.556 -0.635 -0.002
H -0.8008 5.1439 0.6081 -0.637 0.832 -0.528
H 0.3393 4.6818 1.6412 0.941 0.320 0.473
H -0.0809 7.9707 -0.3763 -0.445 -0.290 0.154
H 1.5685 8.2520 0.1783 0.077 -0.256 -0.194
C -1.0274 -0.0052 6.8912 1.677 1.253 -1.740
C -1.9981 0.8738 6.0824 0.239 0.058 -0.137
C -3.3163 0.4889 6.7317 0.060 0.900 0.244
O -3.1763 -0.8742 6.9936 -0.286 -1.541 -0.314
C -1.8532 -1.0991 7.4658 -0.790 -0.165 1.516
H -0.4960 0.6506 7.5809 -0.156 -0.428 0.498
H -0.2665 -0.3007 6.1688 0.214 -0.522 0.214
H -1.9367 0.6110 5.0263 -0.431 -0.304 -0.088
H -1.6794 1.9161 6.0953 -0.443 0.138 0.412
H -4.2266 0.6984 6.1698 0.108 -0.325 -0.180
H -3.4168 0.9666 7.7063 -0.004 0.603 0.130
H -1.5886 -2.1526 7.3753 0.129 0.070 -0.959
H -1.8323 -1.0031 8.5514 -0.266 0.287 0.409
C 3.0761 4.3952 -2.6284 -0.886 -1.096 0.237
C 3.9779 3.8912 -3.7278 0.600 2.841 -2.047
C 4.0233 2.3992 -3.7763 0.738 -0.124 1.403
O 3.2693 2.0522 -2.6129 -0.176 -0.932 -0.089
C 2.3388 3.0830 -2.3788 -0.999 -0.030 1.037
H 2.3926 5.1493 -3.0187 0.129 0.163 0.257
H 3.5610 4.7555 -1.7211 0.101 -0.052 -0.115
H 4.8971 4.4769 -3.7455 0.489 -0.628 0.152
H 3.4885 4.2543 -4.6315 0.035 -0.146 -0.381
H 5.0146 1.9793 -3.6057 0.124 0.019 -0.113
H 3.6746 2.0020 -4.7295 -0.570 -0.197 0.121
H 1.9313 2.9950 -1.3717 0.431 -0.145 0.263
H 1.4526 2.9074 -2.9887 -0.092 0.354 -0.700
C -5.6253 -1.6823 -4.7010 0.920 1.427 0.178
C -5.7536 -2.9475 -5.4910 -1.643 0.116 -0.565
C -5.4616 -4.0377 -4.5313 1.080 0.368 0.840
O -4.6364 -3.3981 -3.5233 0.212 -0.356 1.501
C -4.4647 -1.9827 -3.7299 -0.699 -0.661 -2.261
H -6.4962 -1.3567 -4.1322 -0.288 -0.546 -0.027
H -5.4339 -0.8598 -5.3901 0.281 0.212 0.136
H -5.0530 -3.0217 -6.3227 -0.146 0.403 -0.085
H -6.7872 -3.0153 -5.8303 0.127 -0.173 -0.556
H -4.8608 -4.7736 -5.0657 -0.056 -0.501 0.441
H -6.3202 -4.4872 -4.0324 0.010 -0.020 -0.101
H -3.5259 -1.9015 -4.2777 0.312 0.484 0.045
H -4.4514 -1.3053 -2.8760 -0.093 -0.733 0.475
C -6.4252 2.1419 -1.9609 -1.278 1.963 -0.470
C -5.6384 3.4350 -1.6350 -0.735 0.325 1.687
C -4.1944 2.9363 -1.6390 -2.302 -0.019 -1.046
O -4.2722 2.0106 -2.7563 2.568 -0.559 1.055
C -5.6012 1.7699 -3.0971 1.038 -1.294 -2.477
H -7.4219 2.2878 -2.3772 -0.302 0.392 0.430
H -6.5221 1.4128 -1.1564 0.510 0.062 0.043
H -5.9474 3.9276 -0.7131 0.154 -0.246 0.393
H -5.6919 4.2538 -2.3526 -0.488 -0.462 -0.545
H -4.0105 2.3959 -0.7105 0.851 0.353 -0.116
H -3.6589 3.8391 -1.9329 1.033 -0.618 0.527
H -5.7632 0.7721 -3.5051 0.390 -0.578 0.570
H -5.6599 2.3495 -4.0183 -1.411 0.688 0.016
C 4.8144 -1.1042 -5.1342 0.403 -0.669 0.417
C 5.3648 -2.5559 -5.0508 1.082 0.610 -0.456
O 4.2441 -3.3294 -4.7792 -2.489 -1.908 0.680
S 2.8759 -2.8553 -5.5055 2.242 2.923 0.221
O 1.8379 -2.8742 -4.5023 1.044 -0.259 -1.549
O 2.7088 -3.2987 -6.8690 -0.035 0.017 2.076
O 3.5474 -1.2876 -5.6337 -4.088 -1.662 -1.964
H 5.3379 -0.4719 -5.8514 0.310 -0.032 0.310
H 4.5441 -0.5956 -4.2088 1.529 -0.033 0.604
H 6.1172 -2.7569 -4.2882 -0.337 0.277 0.179
H 5.7476 -2.9839 -5.9773 0.333 0.833 -0.419
C 1.3688 2.5334 5.1698 -0.882 0.054 -2.453
C 2.5253 2.1856 4.1868 -0.347 -0.100 1.354
O 3.6051 2.6185 5.0046 2.084 0.750 1.236
S 3.4602 2.3513 6.5938 -0.023 -1.241 0.619
O 4.0014 3.4558 7.4139 -1.614 -2.586 -2.519
O 3.8608 0.9642 6.9023 -0.827 3.211 -0.511
O 1.7829 2.3591 6.4894 1.798 -0.025 1.042
H 0.4817 1.9392 4.9504 0.058 -0.238 0.376
H 1.0945 3.5649 4.9488 0.048 0.240 0.438
H 2.5560 2.7875 3.2786 -0.214 0.072 0.219
H 2.6725 1.1376 3.9257 -0.193 -0.125 0.221
C 7.0527 2.5386 -1.3289 -0.331 1.215 1.379
C 5.9796 2.9571 -0.2590 0.667 -3.881 -0.248
O 6.2350 4.1961 0.2226 1.952 3.680 -0.250
S 7.6278 4.8283 -0.4582 0.059 -0.530 -1.013
O 8.8616 4.4783 0.2284 -2.330 0.132 -0.662
O 7.3943 6.2055 -0.8018 0.023 -1.703 0.294
O 7.4710 3.8455 -1.8077 0.316 0.648 0.869
H 6.5602 1.9145 -2.0745 0.487 0.559 -0.328
H 7.9047 2.0368 -0.8703 0.006 -0.082 -0.195
H 6.1145 2.3405 0.6296 -0.515 -0.817 -0.303
H 5.0262 2.7691 -0.7527 -0.428 0.813 0.448
C -1.9303 -5.3249 -2.3959 -2.656 0.829 1.206
C -1.8982 -4.4964 -3.6581 0.503 -1.448 -0.120
O -0.6996 -5.0577 -4.2419 1.195 -1.641 -0.061
S -0.6939 -6.6978 -3.9848 -1.334 -1.736 -2.615
O 0.6154 -7.1947 -3.5815 -2.135 1.315 -0.494
O -1.4090 -7.3657 -5.1252 2.190 1.993 3.364
O -1.7600 -6.7028 -2.7021 2.082 0.334 -2.014
H -2.9619 -5.3029 -2.0446 0.135 0.359 0.653
H -1.2125 -4.9974 -1.6438 0.033 0.032 -0.056
H -1.8200 -3.4251 -3.4726 0.359 -0.224 -0.162
H -2.6943 -4.7322 -4.3644 -0.254 0.227 0.375
C 4.0188 -2.3033 -1.3470 0.842 -0.392 -1.001
C 3.6911 -0.7988 -1.1308 -1.679 -1.568 1.245
O 4.8118 -0.0629 -1.5069 1.486 1.104 -0.957
S 6.1665 -0.9074 -1.4253 0.102 -1.593 0.403
O 6.5452 -0.9983 -0.0200 -0.381 0.047 -2.296
O 7.1586 -0.4765 -2.4211 -2.620 -1.034 1.846
O 5.3606 -2.3378 -1.9079 1.937 2.169 0.766
H 3.4660 -2.7987 -2.1452 -0.442 0.321 0.220
H 3.9913 -2.9545 -0.4734 0.143 0.619 0.099
H 3.4420 -0.6301 -0.0831 0.440 0.098 0.209
H 2.7701 -0.5100 -1.6371 0.583 0.340 -0.653
C -5.4794 6.5301 1.4381 0.083 -1.467 -1.015
C -6.5561 5.6541 2.1035 -0.292 1.240 0.188
O -5.9504 4.4136 2.4081 1.623 -1.559 0.009
S -4.3257 4.4319 2.5186 2.111 2.487 0.884
O -3.5945 3.6072 1.5355 -2.462 1.630 2.242
O -3.8835 4.4347 3.9378 -1.411 -0.463 -3.715
O -4.2236 6.0943 2.0226 -0.627 -1.508 0.665
H -5.6808 7.6013 1.4463 0.437 -0.042 0.958
H -5.4119 6.3119 0.3723 -0.063 -0.264 -0.154
H -7.4491 5.4436 1.5149 0.356 -0.006 -0.434
H -6.9378 6.1165 3.0137 0.332 -0.081 0.302
C -2.4273 -8.6306 1.3739 -0.060 0.321 0.983
C -2.9303 -7.8368 0.1461 0.784 0.264 1.776
O -3.4228 -6.5834 0.7126 0.151 -0.567 0.033
S -2.7042 -6.1467 2.1031 0.323 0.457 -0.934
O -3.8154 -5.7324 2.9622 2.727 -0.934 -1.106
O -1.6038 -5.2087 1.7625 -2.445 -2.276 1.241
O -2.0745 -7.6880 2.4475 -0.718 2.377 -1.087
H -1.5387 -9.2028 1.1074 0.021 0.090 0.219
H -3.1416 -9.2601 1.9046 -0.272 -0.209 -0.741
H -3.7155 -8.4015 -0.3567 -0.057 0.551 -0.078
H -2.0649 -7.6233 -0.4813 -0.351 0.047 -0.267
C 3.5011 -7.0864 0.1057 0.708 1.805 -0.043
C 2.0262 -7.3292 0.2212 0.219 -2.755 1.457
O 1.3079 -6.2032 0.5562 0.419 3.802 -0.453
S 2.2530 -4.8164 0.5176 0.033 0.274 0.103
O 2.3522 -4.1694 1.8131 -0.120 -1.592 -1.378
O 1.8421 -3.8752 -0.5385 0.575 -2.699 1.277
O 3.6729 -5.6364 0.2090 -1.779 1.320 -0.327
H 3.8879 -7.4224 -0.8563 0.292 0.106 0.265
H 4.0348 -7.4380 0.9887 0.121 -0.429 -0.462
H 2.0009 -7.9162 1.1392 -0.717 -0.644 -0.253
H 1.6256 -7.9075 -0.6114 -0.252 0.522 -0.136
C -0.9896 -4.9911 5.5258 1.456 -0.547 0.062
C 0.4972 -4.5414 5.3731 -0.954 0.307 -0.690
O 1.3295 -5.6931 5.1906 -0.560 -2.123 -0.247
S 0.4646 -7.0242 4.6459 -0.732 0.286 2.171
O 0.3199 -8.0203 5.7449 0.839 2.399 -3.238
O 0.9261 -7.4336 3.3025 -1.419 1.273 3.307
O -0.9760 -6.1370 4.6929 0.665 -2.359 -1.778
H -1.7045 -4.3076 5.0677 0.228 0.164 0.096
H -1.3284 -5.2870 6.5187 0.246 0.125 0.132
H 0.9089 -3.9350 6.1799 -0.052 -0.151 -0.150
H 0.5066 -4.0581 4.3962 0.288 0.620 0.216
C 0.3600 -1.6503 1.2894 0.258 -2.046 -1.728
C -0.2160 -1.3820 -0.1177 0.303 0.004 0.462
O 0.5041 -0.1858 -0.5492 0.410 0.897 1.903
S 0.5623 0.8280 0.8147 -4.067 -0.308 -1.183
O -0.6947 1.6307 0.8454 3.302 -2.311 0.173
O 1.7985 1.5245 0.9009 0.007 -0.685 0.029
O 0.4494 -0.4385 1.8768 0.110 5.048 1.103
H 1.3860 -2.0154 1.2425 -0.157 -0.571 -0.404
H -0.2214 -2.3132 1.9303 -0.213 -0.001 -0.270
H -1.2692 -1.1011 -0.1232 -0.114 -0.357 0.193
H -0.0007 -2.2277 -0.7708 0.083 0.398 -0.219
C -1.4651 4.9447 -3.6791 1.443 -0.291 2.081
C -0.6357 6.0759 -3.0086 0.369 0.492 -1.006
O -1.5656 7.0469 -2.5742 -2.828 0.341 0.273
S -3.1008 6.7965 -3.1556 -0.675 1.061 0.269
O -3.4994 7.9364 -3.9773 1.187 -2.313 1.191
O -4.0595 6.3871 -2.1365 1.790 0.543 -0.977
O -2.7204 5.4826 -3.9892 -0.831 1.188 -0.918
H -1.6300 4.2265 -2.8759 -0.002 -0.496 -0.260
H -0.9582 4.4615 -4.5143 -0.498 0.295 -0.119
H -0.0089 6.6394 -3.6997 0.233 -0.402 -0.319
H -0.0222 5.8086 -2.1482 -0.194 -0.479 -0.021
```
Positions in Å, forces in eV/Å.

Gap between HOMO and LUMO   9.25 eV
Spin multiplicity   1



3.
Entry from the Open Molecules 2025 dataset: one molecule with the formula C11H13N (the ωB97M-V functional and the def2-TZVPD basis).

```
25
Properties=species:S:1:pos:R:3:forces:R:3
C -1.2766 -0.0470 1.4862 -0.390 -0.379 0.029
C -0.7729 1.1413 0.6636 0.122 0.654 0.106
C -1.6267 1.2476 -0.6124 0.040 0.026 0.063
C -1.6027 -1.2176 -0.6760 0.153 -0.093 -0.295
C -0.7509 -1.1964 0.6037 0.220 -0.230 0.061
C 0.6491 -0.7003 0.2948 0.096 -0.189 0.040
C 1.8101 -1.3993 0.0095 0.145 0.230 -0.106
C 2.9759 -0.6753 -0.2968 -0.350 -0.182 0.110
C 2.9531 0.7189 -0.2999 0.345 -0.024 -0.013
C 1.7874 1.4091 0.0282 -0.344 -0.066 0.111
C 0.6389 0.6882 0.3279 0.139 0.254 -0.170
H -2.3778 -0.0769 1.5898 0.445 0.090 -0.024
H -0.8251 -0.0725 2.4844 -0.043 0.034 -0.175
H -0.8128 2.0951 1.1985 0.040 -0.096 -0.018
H -1.3032 2.0969 -1.2251 -0.018 -0.070 0.125
H -2.6759 1.4347 -0.3100 0.160 -0.076 -0.026
H -2.0358 0.0534 -2.2315 0.273 -0.024 0.321
H -1.2619 -2.0126 -1.3578 -0.163 0.093 0.294
H -2.6488 -1.4122 -0.3921 0.032 -0.106 0.019
H -0.7433 -2.1854 1.0705 -0.164 0.118 0.024
H 1.8102 -2.4879 0.0313 0.091 0.171 -0.077
H 3.8941 -1.2183 -0.5155 -0.160 0.192 0.013
H 3.8618 1.2839 -0.5420 -0.373 -0.295 0.130
H 1.7797 2.4937 0.0709 0.032 -0.051 -0.086
N -1.4458 0.0390 -1.4000 -0.327 0.019 -0.455
```
Positions in Å, forces in eV/Å.

Gap between HOMO and LUMO   9.54 eV
Energy above the lowest of the compared OMol25 structures with the same formula, charge and spin   0.0 kJ/mol
SMILES string   c1ccc2c(c1)[C@@H]1CNC[C@H]2C1
Spin multiplicity   1